{
  "formula": "C7H13N",
  "method": "the ωB97M-V functional and the def2-TZVPD basis",
  "symbols": ["C", "C", "C", "C", "C", "C", "C", "N", "H", "H", "H", "H", "H", "H", "H", "H", "H", "H", "H", "H", "H"],
  "xyz": [[0.913959, 1.730298, -0.417338], [0.287993, 1.202437, 0.866738], [-0.135780, -0.229619, 0.866234], [0.158397, -1.055449, 1.871105], [-1.038073, -0.727082, -0.240923], [-0.439693, -1.869007, -1.014389], [-1.102515, -2.885389, -1.543456], [0.940010, 3.198009, -0.441014], [1.921349, 1.299979, -0.478837], [0.396999, 1.358146, -1.298271], [-0.581142, 1.821490, 1.130309], [0.991491, 1.341088, 1.687295], [0.838502, -0.799615, 2.673164], [-0.222694, -2.068508, 1.904919], [-2.041908, -0.967724, 0.153026], [-1.285212, 0.085933, -0.933192], [0.643628, -1.840266, -1.078943], [-2.176549, -3.027890, -1.468634], [-0.577722, -3.672897, -2.066976], [1.868431, 3.553438, -0.630316], [0.640531, 3.552629, 0.459498]],
  "forces_ev_per_angstrom": [[0.326, -0.186, 0.066], [0.032, -0.133, 0.143], [0.090, -0.107, -0.113], [0.156, -0.352, 0.225], [-0.543, 0.483, -0.097], [-0.298, 0.102, 0.336], [-0.039, -0.368, -0.135], [-0.050, 0.018, -0.074], [0.034, 0.168, -0.013], [-0.232, 0.003, -0.084], [-0.230, 0.141, -0.176], [0.032, 0.107, 0.042], [-0.053, 0.244, -0.006], [-0.066, -0.040, -0.111], [0.290, -0.366, 0.081], [0.330, 0.057, -0.046], [-0.018, -0.014, -0.163], [0.058, 0.263, 0.114], [0.115, -0.038, -0.084], [-0.041, -0.038, 0.128], [0.106, 0.056, -0.034]],
  "e_above_lowest_ev": 0.7859,
  "total_charge": -1,
  "s2": 0.751,
  "gap_ev": [2.520, 9.094],
  "multiplicity": 2,
  "e_homo_ev": [1.3, -5.4]
}

***

{
  "formula": "C7H13N",
  "method": "the ωB97M-V functional and the def2-TZVPD basis",
  "symbols": ["C", "C", "C", "C", "C", "C", "C", "N", "H", "H", "H", "H", "H", "H", "H", "H", "H", "H", "H", "H", "H"],
  "xyz": [[0.179046, -0.024829, 0.381755], [-1.924796, 0.336838, -1.295135], [2.126228, 0.884570, 1.799745], [-2.872465, 0.175478, -0.138025], [1.627497, -0.051686, 0.747741], [-0.207698, -0.721476, -0.876944], [0.387489, -1.463757, -1.718144], [2.470349, -0.818036, 0.059765], [3.450413, -0.561296, 0.134092], [-0.435194, -0.394577, 1.213864], [-0.148098, 1.022855, 0.222077], [-2.202911, -0.254567, -2.165080], [-1.761381, 1.373132, -1.595869], [1.381263, 0.988765, 2.590757], [2.290437, 1.883837, 1.374455], [3.058581, 0.534718, 2.248913], [0.102251, -1.930232, -2.644548], [1.861438, -1.383691, -0.889516], [-2.486351, 0.647864, 0.778819], [-3.042077, -0.880750, 0.089085], [-3.854025, 0.636839, -0.317804]],
  "forces_ev_per_angstrom": [[0.143, -0.304, -0.126], [1.934, -2.420, 0.202], [0.063, 0.194, 0.120], [-0.244, 0.184, 0.291], [1.773, -1.228, -1.467], [-3.924, 3.666, -0.360], [3.140, -1.461, 0.568], [-2.422, 1.467, 0.658], [0.052, -0.335, 0.277], [0.165, 0.089, 0.041], [0.520, -0.213, 0.528], [-0.233, 0.135, -0.021], [0.407, -0.065, 0.162], [0.012, 0.013, -0.068], [-0.060, -0.189, 0.022], [-0.074, 0.043, -0.135], [-0.348, 0.365, -0.150], [-0.937, 0.134, -0.347], [-0.071, -0.084, -0.162], [0.009, 0.071, -0.029], [0.096, -0.063, -0.006]],
  "e_above_lowest_ev": 5.2376,
  "gap_ev": 6.716,
  "multiplicity": 1,
  "e_homo_ev": -6.3
}

***

{
  "formula": "C7H13N",
  "method": "the ωB97M-V functional and the def2-TZVPD basis",
  "symbols": ["C", "C", "C", "C", "C", "C", "C", "H", "H", "H", "H", "H", "H", "H", "H", "H", "H", "H", "H", "H", "N"],
  "xyz": [[0.827745, 1.001044, -1.702080], [0.825482, 0.079614, -0.527036], [1.111941, 0.952425, 0.754018], [-1.177431, 0.621578, 2.121718], [-0.641967, -0.281037, 1.100137], [-0.592231, -0.520251, -0.406174], [-0.735758, -1.996038, -0.841228], [1.719156, 1.642995, -1.802830], [-0.012963, 1.695484, -1.495038], [0.593121, 0.479980, -2.639696], [1.589831, -0.738105, -0.610393], [1.788832, 0.479708, 1.543850], [1.477939, 1.936756, 0.494276], [-0.811216, 0.422735, 3.126664], [-2.134747, 1.091445, 2.038456], [0.074670, -0.921830, 1.602807], [-1.306375, 0.100948, -0.902049], [-1.749649, -2.343893, -0.789537], [-0.513177, -2.107428, -1.935830], [-0.122105, -2.735101, -0.315491], [-0.211098, 1.138971, 1.185454]],
  "forces_ev_per_angstrom": [[-0.395, 1.106, -0.748], [2.001, -0.481, -0.589], [1.296, -0.184, 0.883], [0.514, 0.190, 0.535], [-0.884, 0.224, 0.030], [0.233, -1.569, 1.866], [0.455, 0.323, -1.424], [-0.128, -0.563, -0.113], [0.410, -0.123, -0.360], [0.224, 0.177, 0.095], [-0.551, 0.607, -0.070], [-0.488, 0.275, -1.016], [0.730, 0.110, -0.186], [-0.381, -0.192, 0.253], [-0.382, 0.344, 0.075], [0.320, -0.433, -0.059], [-0.467, 0.320, -0.401], [-0.692, 0.004, 0.380], [0.152, 0.197, 0.834], [0.126, 0.447, 0.133], [-2.091, -0.781, -0.118]],
  "e_above_lowest_ev": 3.4680,
  "gap_ev": 9.630,
  "smiles": "C[C@@H]1[C@@H](C)CN2C[C@@H]12",
  "multiplicity": 1,
  "e_homo_ev": -8.5
}

***

no.,F_max (eV/A)
1,0.7
2,5.4
3,2.4